Record 1
The following is a DFT calculation (ωB97M-V with the def2-TZVPD basis set) of a cluster of 23 separate species, C27H51BrCl44F5NO2S in total in a non-equilibrium geometry.

CARTESIAN COORDINATES (ANGSTROEM)
Br1 3.62058 -0.42341 1.82650
Cl1 0.89682 10.90462 12.57823
Cl2 5.72626 2.67277 -5.20360
Cl3 2.98288 6.96317 5.96723
Cl4 2.73840 -2.33663 -0.62969
Cl5 0.11770 8.68047 -4.43848
Cl6 3.45041 8.86802 3.79556
Cl7 -0.19027 12.04563 10.10979
Cl8 5.45868 -1.99894 -7.82210
Cl9 5.03870 4.44617 -2.97219
Cl10 -9.46098 -6.07148 0.44529
Cl11 1.27271 7.32027 10.14321
Cl12 -13.50842 -8.55078 -1.62876
Cl13 6.40499 0.29508 4.11183
Cl14 4.01915 -6.50500 -5.02367
Cl15 0.17448 10.21074 2.51498
Cl16 0.26286 -3.47919 -3.01430
Cl17 2.64841 7.24150 -4.13947
Cl18 -1.76764 -6.65727 -4.52265
Cl19 1.35172 11.59645 4.81518
Cl20 -12.86382 -9.78070 3.63159
Cl21 5.38518 -1.73599 -1.70015
Cl22 2.77385 7.09274 -8.36010
Cl23 -4.22971 -5.79017 -0.53843
Cl24 -11.24019 -10.01564 -0.49309
Cl25 6.33968 1.33812 -1.36251
Cl26 -3.66047 -3.27336 -6.04220
Cl27 7.80253 0.48677 -3.75536
Cl28 1.84668 2.08702 4.41047
Cl29 1.36895 3.95304 -4.25676
Cl30 1.31554 4.08025 -7.17108
Cl31 1.17202 3.70728 6.75117
Cl32 -5.12921 -1.17236 -7.45662
Cl33 -0.09458 -8.51724 0.70651
Cl34 5.43646 -8.63655 -3.60061
Cl35 -12.38756 -7.04783 2.70880
Cl36 0.89198 -6.13091 -5.59873
Cl37 -0.29991 -8.18231 -2.20146
Cl38 -8.28328 -3.57709 -0.53641
Cl39 -3.71004 -3.91997 -2.73447
Cl40 1.72979 -5.61396 -1.62691
Cl41 5.95028 1.92444 6.50394
Cl42 0.11913 7.30055 -9.56999
Cl43 4.05851 -1.16277 -5.39191
Cl44 0.16676 8.49138 7.70616
S1 -1.10285 -1.00036 3.75375
F1 -1.16672 -3.72947 4.29852
F2 -0.63634 0.28069 3.01516
F3 0.58175 -4.49258 1.42917
F4 0.90754 -4.12233 3.86387
F5 -1.11624 -3.09137 1.23320
O1 -1.19699 -0.68151 5.12928
O2 -2.28237 -1.46176 3.11874
N1 0.19752 -2.02511 3.54263
C1 -0.51413 -3.99318 2.03563
C2 -3.72896 -4.14772 -0.98582
C3 7.70951 1.65446 -2.42852
C4 0.35036 3.91452 -5.69800
C5 0.63753 11.76868 3.20595
C6 1.18182 -1.59282 2.51150
C7 -0.17902 -3.42349 3.44333
C8 4.71543 4.02192 -4.65692
C9 0.28623 7.03848 8.70301
C10 -5.23623 -2.52136 -6.32150
C11 0.16015 -4.85233 -1.90227
C12 2.24311 -0.70446 3.19756
C13 5.42993 -0.86607 -6.46578
C14 3.87567 -7.86226 -3.90117
C15 3.65366 -1.79078 -2.03863
C16 -0.84168 -6.12878 -5.93547
C17 1.82856 6.95397 -9.84820
C18 2.89787 -1.51173 4.31356
C19 -12.19440 -8.52767 -0.44376
C20 -1.18170 -8.38930 -0.68393
C21 3.36095 8.63608 5.54169
C22 -0.08464 10.61033 11.13770
C23 5.50971 1.64225 4.81467
C24 -12.57831 -8.10585 4.11337
C25 -8.16365 -5.34075 -0.50819
C26 0.83346 3.39491 5.04719
C27 1.77989 8.50761 -5.01703
H1 -1.20063 -4.83118 2.17935
H2 -1.77422 -9.29404 -0.74726
H3 -2.73085 -3.97574 -0.60070
H4 3.20081 -8.59423 -4.32916
H5 8.62207 1.58058 -1.84945
H6 1.92269 5.94189 -10.22349
H7 5.35134 0.14229 -6.85428
H8 -8.22774 -5.71008 -1.52462
H9 3.48221 -7.49380 -2.96171
H10 7.60496 2.65027 -2.84521
H11 3.32037 -0.79457 -2.30817
H12 -12.61979 -8.42218 0.54731
H13 -5.90775 -3.26702 -6.72935
H14 -11.54247 -7.69165 -0.66530
H15 1.75436 8.24765 -6.06795
H16 2.20801 -1.63581 5.14445
H17 6.34374 -0.98043 -5.89583
H18 1.03527 4.29675 4.48048
H19 0.71832 -0.99549 1.73120
H20 3.67363 3.73387 -4.74328
H21 5.72533 2.53816 4.24470
H22 -1.82665 -7.52950 -0.53989
H23 1.82100 0.24901 3.53374
H24 0.37112 9.80992 10.56866
H25 1.36531 12.23664 2.55413
H26 -1.14734 -5.12245 -6.19822
H27 -1.08438 10.33274 11.44967
H28 -13.42445 -7.75924 4.69405
H29 2.29803 9.44810 -4.87329
H30 -11.67178 -8.06156 4.70462
H31 2.21488 7.66200 -10.57113
H32 -0.17587 2.96827 -5.73232
H33 3.83300 -1.07659 4.65362
H34 2.57897 9.27491 5.93594
H35 -0.21618 -4.49754 -0.94909
H36 1.72711 -2.42325 2.07872
H37 -4.42483 -3.44212 -0.54734
H38 4.31686 8.89768 5.97920
H39 4.92208 4.88593 -5.27782
H40 -0.20588 3.10689 4.94262
H41 -0.35502 4.73559 -5.64381
H42 -1.04209 -6.80744 -6.75581
H43 -0.71036 6.74863 9.01384
H44 -7.21232 -5.61666 -0.06980
H45 -5.61340 -2.15156 -5.37538
H46 -0.24771 12.38734 3.28821
H47 3.15749 -2.48756 3.90608
H48 3.47508 -2.47939 -2.85660
H49 -0.51153 -5.58642 -2.32800
H50 4.45414 1.41484 4.76827
H51 0.74262 6.24976 8.11636

Force components x, y, z for each atom (eV/Å):
-0.22 0.72 0.46
-0.01 -0.06 0.02
-0.04 0.10 0.00
0.01 -0.14 0.06
-0.23 -0.28 -0.30
-0.02 0.02 -0.03
0.07 -0.04 -0.04
-0.03 -0.02 -0.04
0.03 0.02 -0.01
-0.03 0.04 0.01
0.02 -0.04 0.03
0.03 -0.11 0.04
-0.01 0.05 0.01
0.13 -0.03 0.02
0.13 0.03 0.04
-0.03 0.03 -0.03
-0.08 -0.01 -0.02
0.09 0.07 -0.05
-0.26 0.16 -0.38
-0.06 0.12 0.07
0.00 0.00 0.03
-0.09 -0.28 -0.07
0.15 0.04 -0.04
0.02 -0.04 0.07
0.05 0.02 0.04
0.13 0.28 0.05
0.02 -0.04 0.00
0.15 -0.10 0.02
-0.16 0.88 0.34
-0.37 -0.12 0.21
-0.05 -0.04 -0.01
-0.01 0.01 0.03
-0.04 0.00 0.01
-0.04 0.04 0.04
-0.02 -0.03 0.02
0.02 0.19 0.14
-0.11 -0.03 -0.07
-0.06 -0.47 0.25
0.07 0.01 -0.03
0.01 0.00 0.08
0.04 0.14 0.02
-0.05 0.03 0.01
0.00 0.00 -0.03
-0.05 0.05 0.01
-0.09 0.08 -0.04
-1.45 -0.59 1.68
-0.14 0.35 -0.29
0.37 -0.08 -0.20
0.14 0.51 -0.14
-0.09 0.05 -0.08
0.37 0.21 -0.09
0.52 0.37 0.02
0.24 0.01 -0.71
-0.71 0.20 -1.24
-0.81 -1.07 0.33
0.03 0.20 -0.05
0.01 0.13 0.08
-0.09 0.00 -0.05
-0.01 0.01 -0.07
0.79 1.41 0.42
1.18 -0.17 0.28
-0.09 0.03 -0.18
0.00 -0.11 -0.06
-0.09 0.00 0.02
0.01 0.06 0.05
0.24 -1.17 0.01
0.09 0.06 0.00
-0.09 -0.02 0.03
-0.01 -0.02 -0.15
0.01 0.10 -0.06
-0.04 -0.02 -0.06
0.05 0.20 -0.17
-0.05 0.00 0.03
0.00 -0.01 0.01
-0.02 0.16 0.06
-0.02 -0.03 -0.04
0.03 0.06 -0.05
0.00 -0.05 0.09
0.06 -0.05 -0.05
-0.04 0.18 -0.01
0.04 0.04 -0.05
-0.09 0.03 0.06
0.07 -0.05 0.00
0.02 -0.05 -0.02
0.05 -0.01 -0.07
-0.01 -0.09 0.01
-0.03 -0.04 0.08
-0.08 -0.02 -0.02
-0.08 0.04 -0.01
0.05 0.06 0.01
-0.11 -0.05 -0.09
0.03 0.03 0.10
-0.02 -0.13 -0.13
0.06 -0.01 -0.07
0.02 -0.03 -0.07
-0.06 -0.07 0.01
0.02 -0.02 0.12
-0.03 -0.08 0.04
0.11 -0.01 0.02
-0.16 -0.39 -0.27
0.27 -0.04 -0.01
0.07 0.00 0.02
0.05 0.04 -0.01
0.33 -0.85 -0.58
0.05 0.07 -0.01
0.07 -0.07 0.02
0.03 0.03 0.09
-0.01 0.08 0.04
-0.06 0.00 -0.08
-0.02 0.00 0.10
0.05 -0.03 -0.08
-0.01 0.07 0.06
0.09 -0.05 0.01
-0.05 0.24 0.13
-0.07 -0.06 -0.05
0.13 0.10 0.00
-0.36 -0.40 0.08
-0.07 -0.07 0.00
0.05 -0.09 -0.04
0.08 0.00 0.02
0.03 -0.11 0.05
0.09 0.08 -0.02
0.01 -0.07 0.06
-0.01 0.08 0.05
-0.02 0.03 0.08
0.08 0.04 0.02
-0.03 -0.05 0.07
-0.03 -0.16 0.11
0.03 -0.09 0.07
0.05 -0.02 -0.14
-0.05 -0.06 0.05
0.09 0.07 -0.03

The LUMO energy is 0.001 hartree. Its spin multiplicity is 1. Its calculated total energy is -679862.9433 eV. The calculation puts the molar mass at 2188.60 g/mol.

Atomic partial charges in e from the Löwdin method, atoms 1 to 4: 0.71, 0.50, 0.53, 0.50

=====

Record 2
The following is a DFT calculation (ωB97M-V with the def2-TZVPD basis set) of the molecule C3Cl2O3 in a non-equilibrium geometry.

CARTESIAN COORDINATES (ANGSTROEM)
Cl1 -1.60991 -1.67631 0.25862
Cl2 2.10389 -1.28619 -0.01481
O1 1.62721 0.93852 1.23264
O2 -2.18374 0.84529 0.46930
O3 0.10046 0.55120 -1.78277
C1 1.29570 0.17410 0.39123
C2 -1.36014 0.11306 0.05431
C3 0.02653 0.34032 -0.60852

Force components x, y, z for each atom (eV/Å):
0.34 0.46 -0.25
0.46 -0.47 -0.01
-0.41 -0.34 -0.44
0.80 0.26 -0.60
0.34 -0.07 0.90
-0.99 0.71 -0.71
-0.51 -0.75 0.87
-0.03 0.20 0.26

The LUMO energy is -0.030 hartree. Its spin multiplicity is 1. Its calculated total energy is -34297.1104 eV. The structure (SMILES) is O=C(Cl)C(=O)C(=O)Cl. The calculation puts the molar mass at 154.94 g/mol.

Atomic partial charges in e from the natural (NBO) method, atoms 1 to 4: -0.08, 0.03, -0.44, -0.42